1.
Formula: C2H7INOPS2
Source: the OMol25 dataset
Level of theory: ωB97M-V/def2-TZVPD

The geometry in XYZ format:
```
15
Properties=species:S:1:pos:R:3:forces:R:3
C 2.256666 -0.598685 -0.356180 -3.09 1.42 0.02
C 1.901440 -0.036573 0.972139 -2.22 1.88 -0.72
S 0.835952 -1.017701 2.057208 -0.68 0.31 -0.24
S -0.923281 -1.039611 0.904585 0.12 -0.45 -0.19
P -2.679219 0.505390 0.380488 1.21 0.46 2.04
O -3.349684 -0.710589 -0.399260 -0.46 -0.44 -0.66
N -2.098103 1.278250 -0.934879 -0.01 0.27 -4.15
I -1.351246 3.180343 -1.077817 -0.29 -0.64 0.40
H 1.269733 -0.565257 -0.861095 0.94 -0.77 -0.54
H 2.953640 0.029640 -0.824035 0.93 0.86 -0.86
H 2.642751 -1.516981 -0.173305 1.09 -3.14 -0.25
H 1.253572 0.858053 0.740516 0.93 -0.44 0.65
H 2.787500 0.282274 1.422996 1.14 0.44 1.60
H -3.283040 -1.531162 0.097795 -0.03 -0.39 0.10
H -2.216681 0.882608 -1.949157 0.39 0.62 2.81
```
Positions in Å, forces in eV/Å.

E_HOMO = -7.74 eV
Strongest force on any atom = 0.08097 Eh/bohr
SMILES = CCSSP(O)NI
Frontier orbital gap = 6.938 eV


2.
Formula: C33H84O27S7
Source: the OMol25 dataset
Level of theory: ωB97M-V/def2-TZVPD

The geometry in XYZ format:
```
151
Properties=species:S:1:pos:R:3:forces:R:3
C 6.684176 -2.683799 -4.341960 -0.40 0.31 -0.47
C 5.647256 -3.812479 -4.590720 2.50 1.15 -0.49
O 5.103396 -3.998569 -3.309070 -1.17 -2.23 0.92
S 4.115066 -5.312289 -3.316930 -2.07 1.82 -1.71
C 2.545046 -4.425519 -3.896080 1.07 -0.94 0.81
O 4.466436 -6.215999 -4.373360 0.46 0.16 0.41
O 3.937546 -5.767939 -1.988820 0.26 0.12 0.52
H 7.392316 -2.968939 -3.563930 -0.37 -0.17 0.23
H 6.163296 -1.771099 -4.052480 0.05 -0.01 0.23
H 7.334616 -2.399759 -5.169200 -0.37 -0.34 -0.48
H 4.851676 -3.612949 -5.308590 0.20 0.33 -0.16
H 6.207876 -4.692689 -4.905370 -0.30 -0.10 -0.05
H 2.099956 -4.082299 -2.962170 -0.18 0.06 -0.26
H 1.938686 -5.168409 -4.414300 0.01 -0.03 0.28
H 2.744226 -3.603679 -4.583840 0.31 -0.10 0.22
C 10.971276 -5.698569 8.526510 0.61 -1.12 -0.54
C 9.876786 -6.216649 7.557420 2.26 1.34 0.05
O 8.640796 -5.881849 8.062100 -3.37 1.85 0.19
S 7.936986 -4.429599 7.562610 0.84 -1.07 -1.37
C 7.516326 -4.860469 5.805560 -0.18 0.70 2.32
O 6.770676 -4.230589 8.356940 0.37 -0.38 0.04
O 8.959016 -3.421399 7.449410 -0.30 -0.44 0.48
H 11.913846 -5.978439 8.056060 0.30 0.31 -0.08
H 11.048976 -6.154549 9.513500 -0.65 -0.17 -0.01
H 10.934486 -4.616219 8.650070 -0.19 -0.12 -0.23
H 10.085056 -5.659889 6.643780 -0.11 0.02 -0.32
H 9.891596 -7.263499 7.254140 0.07 -0.13 0.60
H 8.513686 -4.801949 5.369750 -0.49 -0.64 -0.53
H 6.854466 -4.066889 5.458770 0.26 0.09 -0.02
H 6.928666 -5.773069 5.905210 0.58 -0.23 -0.59
C -4.741924 2.954431 -11.764740 0.70 1.21 1.35
C -4.843564 3.115851 -10.190550 0.41 -0.57 -1.61
O -6.032474 2.382901 -9.802220 -0.87 1.07 0.87
S -7.425164 3.225041 -9.685240 -1.10 -1.10 0.35
C -7.682684 3.231011 -7.783700 0.12 -0.63 -1.84
O -7.190154 4.571121 -10.128900 -0.01 -0.35 0.31
O -8.447704 2.416841 -10.353610 1.67 1.16 1.45
H -3.678074 3.015031 -11.994210 0.12 -0.80 -0.21
H -5.108764 3.785691 -12.366840 -0.68 0.09 0.47
H -5.261834 2.040521 -12.052080 0.49 -0.02 -0.03
H -3.995584 2.633151 -9.704710 -0.24 -0.73 -0.17
H -4.732304 4.115641 -9.770860 -0.93 0.27 -0.42
H -6.802374 3.715421 -7.361210 -0.24 0.02 -0.03
H -7.768724 2.186021 -7.485870 0.31 0.01 -0.12
H -8.634304 3.695431 -7.525190 0.24 0.37 -0.37
C -3.958574 -9.236329 1.494790 1.41 0.19 -1.06
C -4.870864 -10.233269 0.766640 -0.16 0.68 1.41
O -4.173784 -11.475209 0.606850 -0.78 -1.90 -1.72
S -4.965664 -12.674289 -0.321320 1.90 -1.97 0.43
C -5.825834 -13.669339 0.991000 -0.78 0.92 0.54
O -5.943564 -12.019229 -1.183350 1.51 -0.87 1.11
O -3.923154 -13.639629 -0.825980 -2.75 3.44 1.16
H -3.003664 -9.058009 1.000370 0.01 -0.29 -0.79
H -3.552924 -9.559539 2.453480 -0.96 -0.13 0.34
H -4.362654 -8.224009 1.499790 -0.52 -0.25 0.47
H -5.677484 -10.369679 1.486970 -0.46 -0.37 -0.21
H -5.312754 -9.872819 -0.162280 0.41 0.01 -0.04
H -6.889344 -13.430569 0.996800 -0.08 -0.01 -0.71
H -5.582854 -13.364259 2.008840 0.85 0.26 -0.23
H -5.705244 -14.751949 0.952030 0.39 0.29 -0.70
C -14.240874 -3.677219 7.186480 1.24 0.35 -0.81
C -13.713304 -3.267459 5.771310 -1.04 -0.23 1.28
O -12.399574 -3.822489 5.525980 0.99 0.18 0.76
S -11.079084 -3.298129 6.395190 -0.94 1.90 0.79
C -11.210754 -1.460739 5.910950 0.76 -0.92 -0.26
O -11.245534 -3.359129 7.858150 0.04 -0.26 -2.76
O -9.938804 -3.927009 5.773980 -1.37 0.63 0.45
H -13.550284 -3.313769 7.947470 -0.32 0.21 0.06
H -14.138804 -4.761749 7.224780 -0.46 -0.05 0.06
H -15.256744 -3.329079 7.373300 0.07 -0.14 -0.12
H -14.431534 -3.676109 5.060510 0.64 -0.54 -0.37
H -13.765364 -2.203349 5.540970 0.46 0.18 0.42
H -10.330814 -0.906239 6.237030 0.17 -0.48 0.23
H -12.071364 -0.904039 6.281810 -0.15 -0.70 0.23
H -11.203714 -1.449699 4.821030 -0.10 -0.12 0.03
C -0.864834 8.052421 -6.213590 -0.28 -0.12 -1.73
C -0.522954 7.514381 -4.844440 1.42 0.82 -2.41
O -1.555644 8.071841 -4.049290 -0.81 -1.50 1.52
S -2.865914 7.190051 -3.612910 -1.21 1.53 4.00
C -2.964284 7.753281 -1.774080 -0.03 -0.29 -2.17
O -4.032544 7.742721 -4.293490 1.86 -1.35 0.12
O -2.581844 5.783581 -3.384630 0.00 0.85 -1.98
H -1.630424 7.374641 -6.591210 -0.24 0.39 -0.46
H -0.104634 8.167041 -6.986280 0.68 -1.00 0.26
H -1.211924 9.083871 -6.274740 -0.54 -0.08 0.95
H -0.367044 6.438051 -4.917270 -1.00 -0.20 0.65
H 0.492616 7.853231 -4.639760 -0.34 0.61 1.25
H -2.204924 7.117021 -1.319490 0.15 0.65 0.13
H -3.936884 7.491001 -1.357710 -0.05 -0.12 -0.44
H -2.853534 8.837641 -1.773510 0.40 -0.22 0.31
C 6.383436 1.602501 -10.074020 0.21 1.16 1.30
C 7.353726 2.459451 -9.120850 -0.95 -0.47 -1.32
O 6.673976 3.089501 -7.952310 0.59 -0.62 -0.82
S 7.249186 4.484411 -7.399250 -1.76 1.38 1.33
C 8.821586 3.862721 -6.691660 -0.43 0.57 -0.20
O 7.418056 5.397801 -8.509940 0.54 -1.00 0.84
O 6.320926 4.918391 -6.323820 2.36 -1.49 -2.21
H 5.543076 1.140581 -9.555840 0.20 0.03 0.37
H 6.948446 0.796201 -10.541730 0.13 0.23 -0.04
H 5.932076 2.253401 -10.822810 0.21 -0.05 -0.07
H 8.184596 1.806371 -8.853980 -0.22 0.06 0.85
H 7.789936 3.232331 -9.753670 -0.17 0.27 0.24
H 8.513286 3.240391 -5.851570 0.11 -0.20 -0.28
H 9.500776 4.630491 -6.321080 -0.52 0.40 -0.08
H 9.372116 3.352041 -7.481740 -0.30 -0.28 0.10
C 6.513956 7.474071 12.082130 1.06 1.18 1.05
O 6.158306 6.730281 10.987740 -0.70 -1.33 -1.42
C 4.805326 6.292511 10.841820 -0.09 0.50 0.65
C 4.576326 5.416951 9.619010 1.30 1.61 -0.36
O 4.386306 6.296401 8.447180 -2.04 -2.05 0.60
C 3.363816 5.708801 7.579580 0.68 0.52 -0.04
C 2.845426 6.733391 6.585340 -0.57 0.32 0.83
O 3.775206 6.920751 5.616200 2.27 0.26 -3.03
C 3.466956 7.844791 4.541900 -0.49 -0.87 1.09
H 6.991056 8.410551 11.793220 -0.89 0.74 -0.50
H 7.407826 7.122381 12.597310 -0.20 -1.29 0.27
H 5.734596 7.641931 12.825460 -0.17 0.02 -0.12
H 4.102066 7.124981 10.818850 0.14 0.57 -0.58
H 4.425976 5.804791 11.739780 0.56 -0.72 0.32
H 3.764816 4.738951 9.883350 -0.40 0.17 -0.63
H 5.471736 4.834011 9.403310 0.01 -0.22 0.20
H 2.522796 5.229571 8.080690 -0.17 0.61 0.84
H 3.757726 4.847101 7.040690 0.54 0.13 -0.40
H 2.682356 7.724011 7.009820 -0.46 -0.02 0.87
H 1.895966 6.377771 6.185130 -0.35 -0.19 -0.17
H 2.605426 7.472741 3.987430 -0.36 0.09 0.06
H 4.264296 7.917811 3.802300 0.36 -0.21 0.58
H 3.253436 8.823361 4.971910 -0.06 0.18 -0.12
C 1.689146 1.637631 -0.860850 -0.43 -1.39 0.53
O 0.896936 1.001281 0.201200 0.43 -0.44 -1.98
C 0.061116 -0.090589 -0.335360 -0.52 2.51 1.35
C -0.818964 -0.507329 0.850610 -0.38 -0.91 -0.98
O -1.939964 -1.206779 0.333920 -2.44 -0.45 -0.79
C -3.110034 -0.399109 -0.162200 1.64 0.41 1.27
C -4.397544 -1.153429 -0.511630 2.18 -1.04 -1.09
O -4.093764 -2.135019 -1.557770 -0.97 1.00 0.03
C -3.490034 -1.550119 -2.745830 -0.08 -1.81 1.07
H 1.067226 1.998261 -1.680160 -0.30 0.28 0.18
H 2.325576 0.871671 -1.303960 0.26 -0.08 -0.02
H 2.338706 2.424341 -0.477120 -0.40 -0.06 0.32
H 0.546716 -0.956539 -0.785260 0.64 0.10 0.32
H -0.596604 0.316081 -1.103550 0.03 0.24 -0.24
H -1.209974 0.240771 1.540220 0.70 0.60 -0.22
H -0.215084 -1.243539 1.381110 -0.38 -0.02 0.49
H -2.739954 0.221621 -0.978180 -0.21 -0.24 -0.40
H -3.365074 0.345301 0.592050 -0.02 -0.02 0.50
H -5.136414 -0.418969 -0.832150 -0.01 0.16 -0.28
H -4.821464 -1.677399 0.345030 0.26 -0.26 -0.15
H -3.432234 -2.334729 -3.500260 -0.45 -0.25 0.10
H -2.439954 -1.432859 -2.478090 0.02 1.19 -0.34
H -4.094204 -0.755609 -3.183830 0.45 0.50 0.33
```
Positions in Å, forces in eV/Å.

E_HOMO = -9.32 eV
Strongest force on any atom = 0.08857 Eh/bohr
SMILES = CCOS(C)(=O)=O.CCOS(C)(=O)=O.CCOS(C)(=O)=O.CCOS(C)(=O)=O.CCOS(C)(=O)=O.CCOS(C)(=O)=O.CCOS(C)(=O)=O.COCCOCCOC.COCCOCCOC
Frontier orbital gap = 9.395 eV


3.
Formula: C18H55N9O4P3Y
Source: the OMol25 dataset
Level of theory: ωB97M-V/def2-TZVPD

The geometry in XYZ format:
```
90
Properties=species:S:1:pos:R:3:forces:R:3
Y 1.169107 2.448640 1.301540 0.66 -1.17 -0.91
O 3.009457 -0.411730 -0.169030 -0.55 0.78 0.60
H 3.359647 -1.181160 0.320730 -0.23 0.44 -0.01
O -0.001863 -8.171740 7.187360 0.60 1.47 -0.69
P 0.173577 -6.725110 6.856080 -2.29 -0.26 -0.47
N 1.034717 -6.361310 5.404820 0.79 -2.45 -0.21
C 2.184457 -7.143620 4.834820 0.30 0.36 1.19
C 0.490627 -5.517950 4.381970 -0.89 0.80 0.79
N 1.014407 -5.875160 8.058950 -2.85 1.38 0.40
C 2.425857 -5.761150 8.012810 0.48 -1.12 0.14
C 0.272467 -5.456920 9.304170 -0.52 -0.70 -1.61
N -1.391983 -5.923650 6.710450 3.16 -0.25 0.50
C -1.459833 -4.444790 6.846490 -1.61 -1.00 -0.32
C -2.596213 -6.587560 6.135930 1.30 -0.43 0.79
H 1.986197 -7.835020 4.015820 -0.92 -0.16 0.22
H 2.726147 -7.679690 5.614130 -0.19 -0.06 0.00
H 2.891707 -6.455670 4.371540 0.05 0.43 0.25
H 0.712497 -5.802400 3.353400 0.23 -0.27 0.26
H 0.921957 -4.546840 4.624840 -0.32 0.63 -0.74
H -0.590003 -5.513450 4.524480 -0.01 0.47 -0.34
H 2.640747 -6.738910 8.443980 1.62 -0.19 -0.15
H 2.731657 -5.660040 6.971480 0.40 -0.08 0.31
H 2.890757 -5.011760 8.653420 -0.47 0.25 -0.09
H -0.686223 -5.974050 9.264190 0.02 -0.15 0.18
H 0.747507 -5.717810 10.249890 0.43 0.14 -0.31
H -0.002523 -4.407080 9.202650 0.51 0.20 0.41
H -1.673963 -4.097070 7.857100 0.37 -0.21 0.24
H -0.659033 -3.849640 6.407620 0.11 -0.33 -0.08
H -2.405133 -4.265590 6.334250 0.17 0.81 -0.31
H -3.397763 -6.531110 6.872430 -0.32 0.52 -0.44
H -2.436583 -7.661710 6.042020 0.40 0.04 -0.07
H -2.777593 -6.186510 5.138750 -0.53 0.13 0.16
O -2.866513 1.607910 -1.363740 -1.56 -1.02 -1.28
P -4.079023 0.878320 -1.942260 0.91 -0.76 0.87
N -4.821123 0.018830 -0.679710 1.28 0.91 0.00
C -5.465333 -1.251040 -0.856700 -0.60 0.13 -1.17
C -5.031143 0.562830 0.650100 0.11 -0.51 -0.27
N -3.753503 -0.330180 -3.096350 0.43 0.93 -0.36
C -4.750563 -0.872150 -4.076440 0.98 0.08 1.79
C -2.431733 -0.999580 -3.179750 -1.01 0.17 0.83
N -5.278423 1.835300 -2.599470 -0.40 -0.87 0.20
C -6.617503 1.858730 -1.993980 0.62 -0.59 0.42
C -5.004683 2.812050 -3.617320 1.22 0.00 0.24
H -6.078393 -1.091160 -1.743650 -0.53 -0.95 0.05
H -6.088443 -1.484870 0.006530 -0.11 0.08 -0.21
H -4.808153 -2.102180 -1.034930 0.30 0.06 -0.01
H -4.247993 1.257020 0.954880 -0.21 0.12 -0.15
H -5.016923 -0.318410 1.291440 0.11 0.33 0.50
H -6.036973 0.980370 0.695650 0.01 0.39 0.44
H -5.641933 -0.249070 -4.003310 0.00 -0.26 -0.45
H -4.321053 -0.978810 -5.072550 -0.08 0.55 -0.07
H -4.923093 -1.888030 -3.721040 -0.62 -0.14 -0.23
H -2.456653 -2.005490 -2.760670 -0.33 -0.28 0.10
H -2.152143 -1.136750 -4.224310 0.35 0.51 0.05
H -1.739673 -0.458060 -2.534840 0.26 0.19 -0.59
H -7.003753 0.840020 -1.960150 -0.21 0.05 0.15
H -6.490563 2.221750 -0.974080 -0.66 0.21 0.00
H -7.348383 2.447720 -2.548070 0.43 0.21 -0.09
H -3.961973 2.655700 -3.893760 0.04 0.15 -0.39
H -5.031683 3.804310 -3.166990 -0.35 0.27 -0.35
H -5.624843 2.705550 -4.507360 -0.16 0.12 0.13
O 3.721947 4.640920 -2.411900 0.24 1.00 -1.46
P 4.084747 5.225560 -3.751640 0.83 0.15 -1.05
N 3.334147 6.732780 -4.108520 -0.07 -2.91 -1.55
C 2.226407 7.284560 -3.414420 0.06 1.36 2.95
C 3.842177 7.637320 -5.102260 0.31 0.78 -0.96
N 3.872247 4.203850 -5.098210 0.80 0.96 0.96
C 2.663987 4.318510 -5.836390 -0.78 0.40 -1.15
C 4.470257 2.877590 -5.333190 -0.24 0.65 -0.35
N 5.771597 5.571730 -3.947820 -2.83 -1.03 0.95
C 6.463557 5.787640 -5.218980 0.28 0.08 0.50
C 6.514617 5.279200 -2.725320 1.12 0.09 -0.96
H 1.266037 6.841560 -3.150710 0.13 -1.15 -1.00
H 1.997177 8.283970 -3.784210 0.09 -0.22 -0.10
H 2.675737 7.433110 -2.432520 -0.59 0.60 0.72
H 4.667047 8.205940 -4.672900 0.27 0.06 -0.42
H 3.081777 8.350270 -5.420990 -0.18 0.09 0.59
H 4.062767 7.251210 -6.097430 0.66 -0.77 0.27
H 2.723537 3.845560 -6.816630 0.40 -0.30 0.02
H 1.832997 3.824140 -5.333250 -0.41 0.30 0.12
H 2.487507 5.359590 -6.106810 -0.52 0.05 0.49
H 5.390367 2.602030 -4.817860 -0.49 0.23 0.75
H 3.611037 2.216030 -5.222890 0.61 -0.81 0.24
H 4.780317 2.863630 -6.378070 -0.19 -0.06 -0.25
H 6.890807 6.790410 -5.221580 0.52 -0.04 0.20
H 7.225957 5.013700 -5.307610 0.30 0.18 -0.15
H 5.880977 5.780800 -6.140200 -0.61 -0.44 0.53
H 7.028667 4.318210 -2.744260 0.16 -0.38 -0.51
H 5.885117 5.166790 -1.842600 -0.01 0.88 -0.21
H 7.313827 6.020300 -2.737080 0.01 0.17 0.97
```
Positions in Å, forces in eV/Å.

Total charge = +2
E_HOMO = -11.73 eV
Strongest force on any atom = 0.06412 Eh/bohr
Frontier orbital gap = 1.226 eV


4.
Formula: C4H8O
Source: the OMol25 dataset
Level of theory: ωB97M-V/def2-TZVPD

The geometry in XYZ format:
```
13
Properties=species:S:1:pos:R:3:forces:R:3
C -2.463249 0.321892 0.279792 1.96 0.13 -0.48
C -1.224320 -0.454071 0.145019 -1.13 0.27 -0.14
C -0.178709 -1.016484 0.069884 1.23 0.57 -0.08
C 1.212313 -1.428768 0.005714 0.47 -2.46 -0.13
H -2.678280 0.331504 1.315896 -0.59 0.50 1.03
H -2.246107 1.309407 -0.136775 -0.32 0.10 0.37
H -3.261602 -0.094961 -0.258448 -1.14 -0.65 -0.70
H 1.247012 -2.379002 -0.619855 0.10 0.71 1.06
H 1.891045 -0.783801 -0.551759 -0.36 0.52 0.42
H 1.601026 -1.647644 1.048279 -0.26 0.21 -1.32
O 2.169909 1.604752 -0.554097 0.72 -0.82 0.65
H 2.209073 1.989534 0.322647 0.04 -0.03 0.23
H 1.721889 2.247642 -1.066298 -0.72 0.94 -0.90
```
Positions in Å, forces in eV/Å.

E_HOMO = -9.16 eV
Strongest force on any atom = 0.04873 Eh/bohr
SMILES = CC#CC.O
Frontier orbital gap = 9.943 eV


5.
Formula: C3H7OS
Source: the OMol25 dataset
Level of theory: ωB97M-V/def2-TZVPD

The geometry in XYZ format:
```
12
Properties=species:S:1:pos:R:3:forces:R:3
O 1.326064 2.437103 -2.570001 1.00 -0.49 3.55
C 1.730039 2.259494 -1.392483 0.88 0.18 -3.84
H 2.652145 1.586146 -1.228778 -1.42 0.60 0.05
H 1.396944 2.869225 -0.552527 -0.32 -0.18 0.09
C -0.748584 -1.909156 0.628443 0.78 -0.33 1.19
C -1.178985 -0.478592 0.908267 -0.71 -0.29 -1.06
S -0.102595 0.628959 -0.051251 -0.20 0.32 0.23
H 0.224384 -1.923677 1.135137 0.12 -0.69 -0.29
H -0.575971 -2.083677 -0.423702 -0.06 0.09 -0.30
H -1.367737 -2.734073 1.035470 -0.05 0.43 0.02
H -1.144413 -0.263612 1.977562 -0.11 -0.02 0.01
H -2.211287 -0.388138 0.533866 0.09 0.37 0.35
```
Positions in Å, forces in eV/Å.

Total charge = -1
E_HOMO = -2.51 eV
Strongest force on any atom = 0.07676 Eh/bohr
Frontier orbital gap = 6.728 eV


Record-wise relative energy (zero: lowest compared OMol25 entry of this formula, charge and spin) values, in kcal/mol: 18.0; 126.9; 402.9; 45.5; 33.7